[1]
Formula: C9H10OSe
Source: OMol25
Level of theory: ωB97M-V with the def2-TZVPD basis set

The geometry in XYZ format:
```
21
Properties=species:S:1:pos:R:3:forces:R:3
C -3.295 -1.313 0.646 0.4205 -1.6161 -1.7726
C -2.039 -0.497 0.867 0.0012 0.3451 1.8431
C -1.274 0.044 -0.084 -0.5746 -0.8941 1.8809
O -0.205 0.807 0.215 1.0846 0.2397 -0.0686
C 1.035 0.538 -0.546 -1.8682 -0.0041 -1.8385
C 1.953 1.667 -0.191 0.6993 -0.6224 -1.4265
C 3.192 1.390 0.324 -3.1663 3.9414 -1.5119
C 3.661 0.144 0.628 0.8710 -1.4744 0.5016
C 2.857 -0.886 0.392 0.7430 -4.4341 1.7722
C 1.574 -0.846 -0.203 -0.5722 1.3234 -0.9798
Se 0.675 -2.281 -0.685 -0.0109 -0.3888 0.0869
H -3.619 -1.951 1.478 0.3611 0.5554 0.1965
H -3.029 -2.103 -0.151 -0.5849 1.1582 0.8007
H -4.194 -0.783 0.286 0.5369 0.0613 0.1536
H -1.721 -0.360 1.942 -0.3256 0.0391 -1.3169
H -1.444 -0.217 -1.078 -0.2135 0.0300 -1.8597
H 0.664 0.573 -1.728 1.2460 -0.0890 2.7742
H 1.615 2.607 -0.694 0.6728 -0.4815 1.2941
H 3.781 2.237 0.517 1.0111 0.9910 0.1516
H 4.673 0.092 1.017 -0.2445 -0.5177 0.1237
H 3.128 -1.950 0.752 -0.0868 1.8378 -0.8044
```
Positions in Å, forces in eV/Å.

Its SMILES is C/C=C/O[C@H]1C=CC=CC1=[Se]. As for the spin multiplicity: 1. As for the total energy: -2825.4715 Ha. For the highest occupied orbital energy, the calculation gives -8.05 eV. For the gap between HOMO and LUMO, the calculation gives 6.5 eV. The value obtained for the LUMO energy is -1.588 eV.

[2]
Formula: C9H11AuN4O3S3
Source: OMol25
Level of theory: ωB97M-V with the def2-TZVPD basis set

The geometry in XYZ format:
```
31
Properties=species:S:1:pos:R:3:forces:R:3
Au 1.109 0.635 0.084 0.1453 0.3336 0.4603
C -1.067 -4.716 0.567 -0.0079 -0.0085 0.0045
C -0.893 -3.496 1.386 0.0438 -0.0114 -0.0140
N -0.881 -3.441 2.680 -0.0088 0.0091 0.0051
N -0.661 -2.126 2.957 0.0109 -0.0101 -0.0645
C -0.559 -1.363 1.872 0.1053 -0.0809 0.0641
S -0.300 0.326 1.881 -0.2793 -0.1069 -0.2412
N -0.716 -2.236 0.849 -0.1131 0.0042 0.0250
N -0.778 -1.873 -0.493 0.2755 0.0516 0.0264
H -1.158 -5.570 1.232 0.0076 -0.0011 -0.0023
H -0.208 -4.859 -0.089 0.0018 0.0063 -0.0012
H -1.966 -4.656 -0.049 -0.0032 0.0000 0.0025
H -0.546 -1.820 3.909 0.0256 0.0097 0.0017
H -1.446 -2.471 -0.963 0.0012 0.0296 -0.0070
H 0.158 -1.963 -0.898 -0.0751 -0.0261 0.0311
C -1.211 4.641 -1.275 -0.0051 -0.0070 -0.0007
C -1.944 3.515 -0.934 -0.0202 0.0134 0.0161
C -1.300 2.368 -0.482 0.0075 0.0366 -0.0142
C 0.085 2.348 -0.381 0.0607 -0.0018 -0.1001
C 0.822 3.473 -0.733 0.0621 -0.0206 0.0616
C 0.173 4.618 -1.174 -0.0076 -0.0031 0.0207
H -1.716 5.533 -1.623 -0.0001 0.0008 -0.0020
H -3.023 3.523 -1.017 -0.0007 0.0007 -0.0034
H -1.888 1.499 -0.222 0.0023 -0.0258 0.0065
H 1.903 3.452 -0.679 -0.0050 0.0046 -0.0236
H 0.753 5.491 -1.445 0.0031 -0.0013 0.0020
O 3.622 -0.726 -2.428 -0.0424 -0.0775 0.0144
S 3.609 -0.125 -1.130 -0.1168 -0.1588 0.2704
O 2.659 1.110 -1.130 -0.0737 -0.1171 -0.2091
O 4.855 0.200 -0.512 0.0735 0.1215 -0.1202
S 2.514 -1.292 0.238 -0.0668 0.0363 -0.2088
```
Positions in Å, forces in eV/Å.

As for the spin multiplicity: 1. As for the total energy: -2124.5155 Ha. For the highest occupied orbital energy, the calculation gives -8.79 eV. For the gap between HOMO and LUMO, the calculation gives 7.9 eV. The value obtained for the LUMO energy is -0.861 eV.

[3]
Formula: C9H11BO4
Source: OMol25
Level of theory: ωB97M-V with the def2-TZVPD basis set

The geometry in XYZ format:
```
25
Properties=species:S:1:pos:R:3:forces:R:3
C 3.210 -1.830 0.181 0.2744 0.1708 -0.0244
C 3.097 -0.379 -0.271 0.3287 -0.4686 -0.5787
O 1.840 -0.160 -0.930 -0.0501 0.3234 0.9055
B 1.263 1.050 -0.660 -0.4337 -0.5960 -0.5950
O 1.999 2.188 -0.733 0.2488 0.0144 0.3615
C -0.259 1.036 -0.220 0.3449 0.4164 -0.0967
C -0.726 1.874 0.713 -0.1402 -0.5051 -0.3909
C -2.140 1.788 1.144 -0.5423 0.5320 0.5417
O -2.702 2.717 1.702 0.3854 -0.3382 -0.1311
C -2.845 0.517 0.887 0.3736 -0.1607 -0.3149
C -2.399 -0.340 -0.034 0.0923 -0.0198 0.3852
C -3.051 -1.639 -0.349 -0.2061 0.1495 -0.3670
C -1.188 0.038 -0.819 0.0925 -0.3934 -1.2267
O -0.992 -0.426 -1.939 -0.1693 0.4349 1.3119
H 3.446 -1.886 1.238 -0.0705 -0.0896 0.2138
H 2.296 -2.377 -0.012 -0.2205 -0.0372 -0.0250
H 4.020 -2.315 -0.351 0.0677 -0.2435 -0.1065
H 3.240 0.286 0.576 -0.2046 0.2642 0.0595
H 3.885 -0.166 -0.985 0.1755 0.1811 -0.0949
H 1.530 2.960 -0.416 -0.0947 0.2729 -0.0990
H -0.110 2.627 1.175 0.0117 0.2995 0.1129
H -3.734 0.325 1.463 -0.2434 0.0624 0.0941
H -3.708 -1.507 -1.205 -0.1066 -0.0574 -0.1696
H -2.327 -2.390 -0.635 0.2189 -0.1578 -0.0030
H -3.647 -1.993 0.479 -0.1324 -0.0543 0.2375
```
Positions in Å, forces in eV/Å.

Its SMILES is CCOB(O)C1=CC(=O)C=C(C)C1=O. As for the spin multiplicity: 1. As for the total energy: -675.4218 Ha. For the highest occupied orbital energy, the calculation gives -9.94 eV. For the gap between HOMO and LUMO, the calculation gives 8.7 eV. The value obtained for the LUMO energy is -1.253 eV.

[4]
Formula: C9H11BiClI2IrO4S
Source: OMol25
Level of theory: ωB97M-V with the def2-TZVPD basis set

The geometry in XYZ format:
```
30
Properties=species:S:1:pos:R:3:forces:R:3
I 2.040 -2.437 1.995 -0.1333 -0.2683 -0.2049
I 1.958 2.225 0.654 -0.0608 0.5306 -0.1289
Bi -0.313 0.915 2.012 -0.9138 0.7440 -0.6851
Ir -0.313 -1.697 0.891 4.0155 -0.5727 0.6228
S 1.231 -0.874 -0.663 -0.3378 -0.2457 -0.3912
C -1.647 -2.408 -0.232 -6.2504 -1.2911 -4.2883
C -1.234 -2.214 2.467 -4.3615 -2.5121 5.3255
C 0.528 -0.304 -2.244 -0.4214 0.8479 -1.0842
C 1.472 0.774 -2.764 0.6249 -0.3013 0.1650
C -0.872 0.259 -2.117 -0.1268 -0.1890 0.2637
C 0.575 -1.553 -3.125 0.5150 -0.9267 0.5979
C -1.482 2.400 4.226 -0.5778 1.8031 2.2465
C -2.206 2.887 0.793 -2.1070 1.9625 -1.9183
O -1.823 -2.550 3.416 2.8711 1.6465 -4.1950
O -2.505 -2.825 -0.904 4.3675 1.6106 3.2762
O -1.758 3.066 5.107 0.6469 -1.9575 -2.5937
O -2.922 3.525 0.173 2.1870 -1.9492 1.9669
H 1.181 1.080 -3.773 -0.0667 0.0036 0.1367
H 2.504 0.421 -2.799 0.0538 0.0459 -0.1411
H 1.440 1.655 -2.115 -0.0754 0.3291 -0.0287
H -1.233 0.565 -3.112 0.1403 -0.0549 0.3344
H -0.860 1.131 -1.456 -0.1896 0.1272 -0.0927
H -1.559 -0.486 -1.721 -0.1899 0.1505 -0.1433
H 0.262 -1.313 -4.142 -0.0094 0.2361 -0.0498
H -0.091 -2.326 -2.732 -0.0188 -0.0219 -0.2015
H 1.594 -1.960 -3.152 -0.2130 -0.0114 -0.2801
Cl 1.380 1.688 4.786 0.1054 -0.5536 -0.5679
C 1.313 0.472 3.533 1.2294 0.2979 2.2033
H 2.294 0.390 3.039 -0.4319 0.1920 -0.1390
H 1.046 -0.505 3.962 -0.2714 0.3279 -0.0052
```
Positions in Å, forces in eV/Å.

The total charge is +4. As for the spin multiplicity: 5. As for the total energy: -2421.2898 Ha. For the highest occupied orbital energy (spin up / spin down), the calculation gives -23.64 / -23.40 eV. For the gap between HOMO and LUMO (spin up / spin down), the calculation gives 6.3 / 5.0 eV. The value obtained for the LUMO energy (spin up / spin down) is -17.298 / -18.398 eV.

[5]
Formula: C9H11BrCl2O2
Source: OMol25
Level of theory: ωB97M-V with the def2-TZVPD basis set

The geometry in XYZ format:
```
25
Properties=species:S:1:pos:R:3:forces:R:3
C 4.097 -1.165 0.289 1.1867 -1.9624 -1.8744
C 3.171 -0.989 -0.647 0.6344 -0.0790 -1.0289
C -1.448 -0.577 -0.618 1.7974 0.9070 0.1257
C 0.147 0.870 -1.433 -2.0563 -1.1215 -0.3679
C 2.285 0.175 -0.504 0.1187 1.2384 2.3159
C 3.107 -1.835 -1.905 -2.9303 0.9296 0.6393
C -3.956 1.757 0.814 -0.0492 -0.3551 3.1225
C -3.184 0.400 0.810 1.1357 1.6588 1.4453
C -2.814 -0.077 -0.649 -0.1696 -0.2158 0.2821
O 2.424 1.077 0.285 0.1674 -1.0432 -0.8090
O 1.182 0.097 -1.331 0.7171 -0.7942 -0.6639
Cl -1.036 -2.132 -1.073 -0.3094 -0.0826 -0.1283
Cl -4.138 -1.223 -1.151 0.1078 0.0828 -0.2477
Br 0.182 2.529 -0.576 -0.3033 0.8817 0.3757
H 4.964 -1.890 0.201 -1.4596 0.7051 -0.0056
H 4.092 -0.576 1.121 0.0482 1.5797 2.1709
H 2.970 -1.158 -2.825 0.8612 -1.3746 1.1720
H 3.962 -2.475 -1.744 0.0248 -0.4480 -1.2236
H 2.080 -2.386 -1.804 1.9937 0.4909 -0.4682
H -4.789 1.865 0.167 -0.8463 -0.5162 -0.7879
H -4.377 1.895 1.899 0.7017 -0.1343 -1.9077
H -3.342 2.635 0.629 0.4744 -0.2139 -0.0330
H -2.316 0.535 1.590 -0.5838 0.1886 -2.3004
H -3.636 -0.370 1.453 -0.8209 -0.1129 -1.2303
H -2.736 0.674 -1.497 -0.4406 -0.2089 1.4271
```
Positions in Å, forces in eV/Å.

As for the spin multiplicity: 1. As for the total energy: -3994.1546 Ha. For the highest occupied orbital energy (spin up / spin down), the calculation gives -7.89 / -7.89 eV. For the gap between HOMO and LUMO (spin up / spin down), the calculation gives 6.9 / 7.1 eV. The value obtained for the LUMO energy (spin up / spin down) is -1.037 / -0.819 eV.